Computed, not measured: a 9-piece molecular cluster, C30H41I2N3O25P overall in a non-equilibrium geometry, with ωB97M-V/def2-TZVPD.

- LUMO (eV) = -4.21
- total charge = +1
- gap between HOMO and LUMO (eV) = 7.6
- calculated total energy (Ha) = -4149.5051
- HOMO level (eV) = -11.78

Cartesian coordinates (Å):
H 9.308 3.533 -4.948
N 3.156 -0.539 -2.844
H 8.680 2.507 1.993
C 8.995 3.227 5.017
O -7.082 2.426 7.042
C -10.716 -1.244 5.755
P 7.662 -0.573 0.113
H -3.609 -2.539 1.551
C -10.190 0.582 4.575
C 7.686 1.873 3.807
H 9.431 5.247 -2.804
H -8.270 2.889 5.432
H -7.608 5.162 7.365
O -5.421 -1.174 2.574
C 0.692 -3.558 -4.851
H 6.863 1.430 -0.287
H -0.808 -2.766 0.351
C -0.428 -4.530 -3.174
C -8.278 4.375 7.009
C 8.577 3.827 -4.194
C 4.955 -2.171 0.115
O -2.278 -1.040 2.003
N 3.802 -2.062 -0.785
C 9.213 4.181 -2.887
O -7.814 1.718 9.066
H 5.656 0.354 -2.155
H 0.241 0.828 -1.699
C 4.023 -1.015 -1.749
C -2.529 -2.384 1.611
C -5.798 0.184 2.764
O 1.791 -1.934 -9.477
O 0.342 -3.566 -2.592
C 8.912 2.222 3.019
C -2.060 -0.327 0.866
I 9.214 -0.810 -1.833
C 1.324 -3.185 -3.546
H 2.946 -2.633 -0.777
C 5.925 -1.097 -0.411
H -10.910 -0.947 6.790
H 7.960 4.637 -4.593
H -2.369 -3.171 -0.398
C -7.584 3.386 6.122
C -7.183 0.231 2.195
H 1.021 -2.766 -11.218
O -9.642 -0.465 5.248
O -1.983 0.870 0.820
H 7.458 0.806 3.771
C -7.856 2.501 8.160
H -7.419 1.200 1.753
C -6.175 -1.658 1.548
H 4.062 2.103 -2.171
O 6.640 2.171 -1.945
H -12.816 -0.928 5.337
C 0.029 -3.389 -9.398
O 9.455 3.320 3.738
O -1.242 -5.186 -2.590
C 7.462 2.840 -2.527
H -0.195 -4.456 -9.424
H -0.854 -2.832 -9.726
H 1.427 -3.859 -5.599
O 7.734 2.734 -3.850
O -1.939 -1.145 -0.216
C 1.091 0.084 -1.507
H -7.948 -0.017 2.935
O 9.389 3.897 5.927
O -5.993 -2.720 1.020
O -11.532 0.427 4.427
H 1.991 -3.849 -10.195
H 10.130 3.616 -2.699
H 2.446 2.525 -1.402
O -9.566 1.523 4.165
H 1.282 0.069 -0.368
H 1.539 -2.119 -3.477
H -11.883 -1.541 3.953
O -7.157 -0.785 1.201
H -10.471 -2.307 5.732
H -6.771 3.838 5.551
O 0.370 -2.974 -8.082
O 1.724 -1.338 -7.293
H 2.244 -3.746 -3.351
H 9.646 1.411 3.006
C -1.861 -2.478 0.275
C 2.444 0.474 -2.277
H -5.099 0.825 2.219
O 7.512 1.136 0.419
I 5.311 -3.499 1.780
O -0.149 -4.650 -4.500
H -9.141 4.836 6.524
C 1.253 -3.041 -10.189
O -8.684 3.582 8.116
C -11.847 -0.897 4.837
O 8.028 2.273 5.126
O 8.229 3.788 -1.938
H 2.623 2.549 -3.290
H 6.806 2.436 3.482
H -5.773 0.450 3.821
C 2.932 2.020 -2.321
H 0.694 -0.960 -1.797
H 0.076 -2.755 -5.263
H -2.111 -3.084 2.336
N 5.308 -0.400 -1.542
C 1.331 -2.018 -8.200